Entry 1:
{"formula": "F2FeH42O21", "method": "ωB97M-V with the def2-TZVPD basis set", "e_tot_ha": -3068.74466, "spin_multiplicity": 5, "largest_force_ha_per_bohr": 0.047, "s_squared": 6.006, "lumo_ev": [-1.2, -1.2], "species": ["Fe", "F", "F", "O", "H", "H", "O", "H", "H", "O", "H", "H", "O", "H", "H", "O", "H", "H", "O", "H", "H", "O", "H", "H", "O", "H", "H", "O", "H", "H", "O", "H", "H", "O", "H", "H", "O", "H", "H", "O", "H", "H", "O", "H", "H", "O", "H", "H", "O", "H", "H", "O", "H", "H", "O", "H", "H", "O", "H", "H", "O", "H", "H", "O", "H", "H"], "xyz": [[-35.48397, -1.54599, -5.99599], [-34.36441, 0.25958, -5.94313], [-37.64617, 2.17196, -4.63157], [-35.83083, 4.40912, -3.35094], [-35.45364, 5.23196, -3.03966], [-35.11153, 3.77988, -3.29718], [-36.67358, -3.27035, -5.74722], [-36.30041, -4.07241, -5.38160], [-37.57195, -3.50701, -5.97777], [-39.56829, 1.37696, -6.57042], [-40.29741, 0.98894, -6.08663], [-38.91580, 1.57897, -5.89984], [-37.92694, 2.91769, -8.68301], [-37.45602, 2.61933, -7.90491], [-38.24176, 3.79177, -8.45254], [-32.96030, -2.00403, -2.06594], [-32.97555, -1.05975, -1.90993], [-32.98488, -2.39219, -1.19132], [-33.86077, 0.59833, -3.32219], [-34.06319, 1.49051, -3.04066], [-34.17257, 0.55538, -4.22617], [-34.24412, -2.49902, -7.34374], [-34.52473, -2.95058, -8.13972], [-33.37680, -2.85836, -7.15705], [-31.93005, 0.95340, -7.09413], [-32.70276, 0.61934, -6.63856], [-32.14395, 0.86871, -8.02327], [-31.20662, 1.41923, -2.74047], [-30.97219, 0.72257, -3.35360], [-32.12960, 1.59734, -2.92108], [-33.44470, 3.14873, -2.98003], [-32.99792, 3.64109, -3.66865], [-32.94251, 3.33575, -2.18690], [-36.05941, 1.95271, -7.10734], [-36.56888, 2.15781, -6.32337], [-35.32018, 1.43705, -6.78506], [-35.32305, -1.24485, -10.08504], [-35.65952, -2.13274, -10.20612], [-35.83310, -0.70991, -10.69326], [-31.93920, -3.57357, -7.68675], [-31.17111, -3.02459, -7.52897], [-31.60279, -4.46940, -7.66340], [-33.22035, 4.02585, -6.55800], [-33.09524, 3.08994, -6.40106], [-33.83826, 4.06628, -7.28792], [-36.24401, -2.50590, -2.23628], [-36.27204, -3.42351, -1.96528], [-35.75459, -2.06535, -1.54159], [-30.79753, -0.41348, -4.84532], [-30.94028, 0.20118, -5.56507], [-30.38359, -1.17238, -5.25636], [-33.58535, 1.12331, -9.50487], [-33.89246, 1.87680, -10.00902], [-34.18113, 0.41409, -9.74629], [-36.98331, -0.55887, -4.64041], [-37.12858, 0.38338, -4.55499], [-37.73063, -0.95824, -4.19519], [-35.24844, 4.18907, -8.37240], [-35.68569, 3.46706, -7.92103], [-35.85088, 4.92759, -8.28358], [-34.34047, -2.38825, -4.43525], [-33.64290, -2.05247, -3.87233], [-34.97426, -2.77186, -3.82912], [-36.73531, -0.92683, -7.57264], [-36.89868, 0.00423, -7.72323], [-37.18101, -1.36866, -8.29539]], "forces_ev_per_angstrom": [[0.1, 2.1, 0.7], [-0.4, -0.8, -0.2], [0.2, -1.3, -0.9], [-0.7, 0.4, 0.0], [0.1, 0.2, 0.0], [0.1, -0.1, 0.0], [-0.2, -0.6, 0.0], [0.3, -0.2, 0.1], [-0.4, 0.3, -0.1], [-0.6, -0.5, -0.9], [-0.1, 0.0, 0.1], [1.0, 0.6, 1.1], [-0.4, 0.3, -0.7], [0.0, -0.3, 0.0], [-0.3, 0.1, 0.0], [-0.1, -0.4, 0.1], [0.0, 0.8, -0.3], [0.1, -0.2, 0.1], [0.0, -0.9, 0.9], [-0.2, 0.2, 0.0], [-0.2, -0.2, -0.9], [-1.0, 0.1, -0.2], [-0.1, 0.2, -0.2], [0.9, -0.3, 0.2], [1.0, 0.0, 0.3], [-1.0, -0.2, 0.3], [-0.2, 0.2, -0.4], [0.5, 0.5, 0.7], [0.1, -0.4, -0.3], [-0.2, -0.3, -0.3], [0.1, 0.4, 0.3], [0.2, 0.2, -0.6], [0.1, 0.1, 0.4], [-0.3, -0.2, -0.9], [-0.7, 0.2, 1.7], [0.9, -0.6, 0.5], [0.1, -0.1, 0.1], [0.0, -0.2, -0.2], [-0.2, 0.2, -0.3], [0.2, -0.2, 0.0], [0.2, 0.4, 0.0], [0.0, -0.3, 0.0], [0.7, 0.1, 0.9], [0.2, -0.3, -0.1], [-0.6, 0.3, -0.5], [-0.2, -0.3, -0.5], [-0.1, -0.3, 0.3], [0.2, 0.4, 0.1], [0.1, -0.5, 0.4], [-0.2, 0.5, -0.7], [0.2, -0.1, 0.1], [0.2, -0.1, 0.0], [0.0, 0.5, 0.1], [-0.1, -0.4, 0.1], [0.6, -1.7, -0.4], [-0.3, 2.4, -0.1], [0.0, -0.2, 0.1], [0.5, 0.8, -0.7], [-0.2, -0.8, 0.3], [0.0, 0.2, 0.0], [-0.2, -0.6, -1.0], [0.5, 0.5, 0.5], [-0.3, 0.2, 0.8], [-0.3, -0.6, -0.1], [0.1, 1.1, 0.3], [0.0, -0.2, -0.1]]}

***

Entry 2:
{"formula": "F2H12O6Pb", "method": "ωB97M-V with the def2-TZVPD basis set", "e_tot_ha": -851.18667, "largest_force_ha_per_bohr": 0.094, "lumo_ev": -0.5, "species": ["Pb", "F", "F", "O", "H", "H", "O", "H", "H", "O", "H", "H", "O", "H", "H", "O", "H", "H", "O", "H", "H"], "xyz": [[-0.15222, -0.23555, 0.48267], [-1.56768, -2.12582, 1.55178], [0.33020, 0.03170, 2.83373], [2.35242, 0.85595, 0.53994], [2.71011, 1.62075, 0.07733], [3.07800, 0.53801, 1.08780], [-0.00286, 1.15852, -1.71496], [0.60769, 1.75955, -2.15966], [-0.84353, 1.28779, -2.16822], [-0.27889, -1.85464, -1.58591], [0.44081, -2.46637, -1.77228], [-0.72295, -1.73814, -2.43270], [1.78413, -2.17251, 0.76063], [2.01928, -2.77585, 0.04945], [2.39505, -2.38498, 1.47433], [-0.92399, 2.18954, 1.21817], [-0.87674, 2.39813, 2.16106], [-1.44752, 2.89787, 0.83013], [-2.60404, 0.26348, -0.28385], [-2.86160, 0.83468, -1.01515], [-3.43568, -0.08213, 0.06570]], "forces_ev_per_angstrom": [[-0.6, -2.0, 4.4], [0.7, 1.3, -1.1], [0.0, 0.3, -1.5], [0.4, 0.3, -0.4], [0.0, 0.0, 0.1], [-0.2, -0.1, 0.2], [0.0, 0.7, -0.9], [0.0, 0.0, 0.0], [0.0, 0.0, -0.1], [0.1, -0.4, -0.7], [-0.1, -0.1, 0.0], [-0.1, 0.0, 0.1], [0.3, -0.1, -0.3], [0.0, -0.1, 0.1], [-0.3, 0.1, 0.2], [-0.1, 0.7, 0.1], [0.2, -0.5, 0.1], [0.0, -0.1, 0.0], [-0.5, 0.3, -0.5], [-0.1, 0.0, 0.1], [0.3, -0.3, 0.2]]}

***

Entry 3:
{"formula": "F2H2", "method": "ωB97M-V with the def2-TZVPD basis set", "e_tot_ha": -200.92696, "largest_force_ha_per_bohr": 0.007, "lumo_ev": 0.9, "smiles": "F.F", "species": ["F", "H", "F", "H"], "xyz": [[2.25363, 0.32492, -0.01674], [1.34605, 0.32598, 0.18679], [-1.47740, -0.00398, -0.17988], [-2.12228, -0.64692, 0.00983]], "forces_ev_per_angstrom": [[-0.3, 0.0, 0.1], [0.2, 0.0, -0.1], [-0.2, -0.2, 0.1], [0.2, 0.2, -0.1]]}

***

Entry 4:
{"formula": "F2H26O15P", "method": "ωB97M-V with the def2-TZVPD basis set", "e_tot_ha": -1684.52389, "largest_force_ha_per_bohr": 0.335, "charge": -1, "lumo_ev": 2.0, "species": ["O", "P", "O", "F", "F", "O", "H", "H", "O", "H", "H", "O", "H", "H", "O", "H", "H", "O", "H", "H", "O", "H", "H", "O", "H", "H", "O", "H", "H", "O", "H", "H", "O", "H", "H", "O", "H", "H", "O", "H", "H", "O", "H", "H"], "xyz": [[1.55966, -0.14496, -0.80331], [0.21048, 0.21169, -0.23712], [0.04787, 0.86491, 1.13268], [-0.74458, -1.05558, -0.19850], [-0.49819, 1.24610, -1.32081], [0.70181, 2.41470, -2.19089], [0.15637, 1.79366, -1.70815], [0.46390, 3.27062, -1.83443], [-2.37714, 1.70889, -0.88704], [-1.53081, 1.29608, -1.05895], [-2.70956, 1.94453, -1.75319], [-2.46506, -2.13116, -0.37626], [-1.55425, -1.83700, -0.36445], [-2.82858, -1.75433, -1.17756], [-2.64684, -1.28691, 1.49000], [-1.82881, -1.06531, 1.93493], [-2.37103, -1.66702, 0.65594], [-0.15240, 0.60238, -3.35086], [0.57404, 1.19577, -3.54164], [-0.15156, 0.52085, -2.39714], [3.05065, -0.15938, -2.13133], [2.32413, -0.10629, -1.51038], [2.94577, 0.61088, -2.68984], [1.30748, -2.75153, -1.84715], [2.07854, -2.89418, -1.29820], [0.88509, -1.97903, -1.47156], [-1.90526, 0.86747, 1.64792], [-2.40405, 0.14885, 1.25931], [-0.99162, 0.65760, 1.45445], [-0.50990, -1.77510, 2.00685], [-0.35490, -2.40443, 1.30247], [-0.46605, -2.29646, 2.80842], [-0.07306, 3.04336, 1.07942], [-0.84901, 3.21558, 0.54606], [0.03837, 2.09343, 1.04128], [1.35536, -0.64357, 2.06757], [1.63797, -0.75738, 2.97499], [0.46013, -0.98197, 2.05079], [0.37438, 1.20227, 3.04182], [0.86480, 2.02354, 3.00645], [0.43233, 0.84971, 2.15379], [2.96385, -1.57250, 0.06901], [2.59048, -0.82660, -0.40052], [2.38921, -1.69218, 0.82511]], "forces_ev_per_angstrom": [[-14.6, 3.1, 6.5], [5.0, 0.0, 3.7], [5.7, -4.6, -15.6], [6.3, 5.5, -0.8], [-2.1, -11.4, 9.3], [5.3, 6.0, -2.9], [6.9, 7.0, -4.3], [0.5, 0.4, 0.1], [-4.7, 1.1, 0.6], [-6.9, 1.1, 1.2], [-0.3, 0.1, -0.3], [-2.3, -5.5, -7.3], [-2.3, -3.0, -2.0], [-0.4, 0.1, -0.3], [-2.6, 0.4, 4.8], [-1.7, 0.1, 0.7], [-1.9, 0.5, 2.3], [-0.6, -2.3, -2.0], [0.1, 0.1, -0.1], [0.6, -1.5, -4.0], [5.0, 0.1, -4.5], [3.1, 0.9, -4.4], [0.2, 0.2, -0.2], [-1.1, -0.8, -0.4], [0.5, 0.4, 0.3], [0.5, -0.2, -0.3], [-4.3, 2.0, 1.4], [-1.4, 0.5, 0.1], [-4.3, -0.1, 2.0], [-0.7, -3.8, 0.9], [0.0, -0.5, -0.1], [-0.2, -0.1, 0.5], [0.4, 3.8, -0.7], [-0.5, 0.1, 0.2], [-0.3, 2.1, 0.3], [5.2, -1.1, 0.1], [0.3, 0.3, 0.1], [0.5, 0.3, 0.6], [0.7, 2.1, 6.9], [-0.1, 0.3, 0.3], [2.3, -0.1, 4.2], [2.2, -2.6, 0.8], [2.0, -1.5, 1.6], [0.0, 0.4, 0.5]]}

***

Entry 5:
{"formula": "F2H2NP", "method": "ωB97M-V with the def2-TZVPD basis set", "e_tot_ha": -597.04718, "largest_force_ha_per_bohr": 0.055, "lumo_ev": -0.4, "smiles": "[H]/N=P\\F.F", "species": ["H", "N", "P", "F", "F", "H"], "xyz": [[0.23074, -0.67967, 0.79977], [0.01336, -0.37738, -0.18114], [-0.57905, -1.55303, -0.96645], [-0.20918, -2.94162, -0.02676], [0.37636, 2.61348, 0.58434], [0.16777, 2.93822, -0.20976]], "forces_ev_per_angstrom": [[0.3, 0.7, -0.9], [-0.6, -0.7, 0.9], [1.0, -1.6, 1.2], [-0.8, 1.5, -1.3], [0.7, -0.9, 2.6], [-0.7, 0.9, -2.5]]}

***

Entry 6:
{"formula": "F2H3N2P", "method": "ωB97M-V with the def2-TZVPD basis set", "e_tot_ha": -652.37759, "largest_force_ha_per_bohr": 0.069, "lumo_ev": 0.4, "species": ["N", "N", "F", "F", "P", "H", "H", "H"], "xyz": [[0.01695, 1.15923, 0.81794], [0.76763, -0.00524, 0.81429], [0.36362, -1.64932, -1.94359], [-1.48145, -0.68341, -0.73986], [-0.18487, -1.61137, -0.40222], [-0.23723, 1.55756, -0.11885], [-0.87719, 1.06746, 1.37549], [1.63254, 0.16508, 0.19681]], "forces_ev_per_angstrom": [[-1.7, 0.9, -0.4], [0.3, -1.9, -3.0], [0.0, 0.4, 1.3], [0.9, -0.6, 0.4], [0.1, 2.1, 0.1], [0.3, -0.6, 1.1], [1.7, -0.1, -0.9], [-1.6, -0.1, 1.3]]}